--- P ---
{"formula": "C4H12S2", "method": "ωB97M-V/def2-TZVPD", "symbols": ["C", "S", "C", "H", "H", "H", "H", "H", "H", "C", "S", "C", "H", "H", "H", "H", "H", "H"], "xyz": [[-2.924, -0.894, -0.168], [-1.954, 0.351, -1.123], [-1.251, 1.249, 0.329], [-2.606, -0.890, 0.841], [-2.675, -1.882, -0.544], [-3.962, -0.722, -0.379], [-1.110, 0.558, 1.148], [-0.324, 1.706, -0.013], [-1.959, 2.041, 0.562], [2.313, 0.584, 1.013], [2.382, 0.802, -0.779], [1.906, -0.878, -1.232], [2.976, 1.325, 1.446], [2.450, -0.415, 1.426], [1.297, 0.844, 1.331], [1.910, -1.100, -2.293], [2.604, -1.563, -0.756], [0.927, -1.114, -0.809]], "spin_multiplicity": 1, "orbital_gap_ev": 9.37, "smiles": "CSC.CSC", "lumo_energy_ev": 0.9535}


--- Q ---
{"formula": "C4H12S2", "method": "ωB97M-V/def2-TZVPD", "symbols": ["C", "C", "S", "H", "H", "H", "H", "H", "H", "C", "C", "S", "H", "H", "H", "H", "H", "H"], "xyz": [[-1.875, -0.853, 1.715], [-0.839, 0.137, 2.237], [-0.794, 1.590, 1.127], [-2.842, -0.358, 1.669], [-1.966, -1.683, 2.416], [-1.637, -1.199, 0.714], [-1.159, 0.505, 3.207], [0.159, -0.300, 2.318], [0.347, 2.103, 1.615], [-0.408, -1.234, -2.181], [0.829, -1.384, -1.301], [1.973, 0.020, -1.438], [-1.194, -0.688, -1.661], [-0.785, -2.219, -2.475], [-0.171, -0.709, -3.107], [0.538, -1.445, -0.253], [1.355, -2.299, -1.553], [1.769, 0.480, -0.217]], "spin_multiplicity": 1, "orbital_gap_ev": 9.50, "smiles": "CCS.CCS", "lumo_energy_ev": 0.7107}


Which of them is most stable, and which least? Most stable: Q; least stable: P.


--- P ---
{"formula": "BrClH2O2Si", "method": "ωB97M-V/def2-TZVPD", "symbols": ["O", "Si", "O", "Cl", "H", "Br", "H"], "xyz": [[0.566, -1.258, 0.970], [1.848, -1.140, 0.188], [2.572, 0.192, -0.344], [3.097, -2.576, -0.215], [2.645, 1.138, -0.054], [-4.227, -0.911, -0.146], [-4.094, 0.175, 0.689]], "spin_multiplicity": 1, "orbital_gap_ev": 10.54, "smiles": "O=[Si](O)Cl.Br", "lumo_energy_ev": -0.2361}


--- Q ---
{"formula": "BrClH2O2Si", "method": "ωB97M-V/def2-TZVPD", "symbols": ["O", "Si", "O", "Cl", "H", "Br", "H"], "xyz": [[-0.286, -0.500, -0.693], [-1.689, -0.502, -0.097], [-2.530, 0.837, 0.413], [-3.049, -1.922, 0.134], [-2.332, 1.797, 0.253], [2.630, -1.306, -0.172], [1.440, -0.363, -0.405]], "spin_multiplicity": 1, "orbital_gap_ev": 9.16, "smiles": "O=[Si](O)Cl.Br", "lumo_energy_ev": -0.6774}


Which of them is most stable, and which least? Most stable: Q; least stable: P.


--- P ---
{"formula": "C4H8ClNOS", "method": "ωB97M-V/def2-TZVPD", "symbols": ["C", "C", "Cl", "C", "S", "N", "C", "O", "H", "H", "H", "H", "H", "H", "H", "H"], "xyz": [[2.238, 0.379, -0.775], [0.985, 0.704, -0.033], [0.115, 2.234, -0.399], [0.024, -0.530, -0.173], [0.192, -1.731, -1.218], [-0.921, -0.504, 0.830], [-1.929, -1.546, 1.052], [-0.969, 0.381, 1.959], [3.227, 1.028, -0.371], [2.049, 0.644, -1.820], [2.308, -0.842, -0.617], [1.195, 0.679, 1.045], [-2.643, -0.770, 1.831], [-2.255, -1.702, -0.130], [-1.620, -2.669, 1.484], [-1.003, -0.202, 2.946]], "spin_multiplicity": 1, "orbital_gap_ev": 8.68, "smiles": "C[C@@H](Cl)C(=S)N(C)O", "lumo_energy_ev": -0.0099}


--- Q ---
{"formula": "C4H8ClNOS", "method": "ωB97M-V/def2-TZVPD", "symbols": ["C", "C", "O", "N", "C", "S", "C", "Cl", "H", "H", "H", "H", "H", "H", "H", "H"], "xyz": [[2.394, 0.999, -0.116], [0.979, 0.927, -0.331], [0.322, 1.888, -0.556], [0.373, -0.298, -0.098], [-0.994, -0.389, -0.245], [-1.762, -1.442, -1.520], [-1.973, -0.887, 1.235], [-0.960, -0.328, 2.560], [2.527, 0.604, 0.926], [2.951, 0.362, -0.841], [2.786, 2.136, -0.255], [0.966, -1.132, -0.169], [-1.280, 0.685, -0.341], [-1.178, -0.675, -2.601], [-2.912, -0.491, 0.995], [-2.240, -1.958, 1.357]], "spin_multiplicity": 1, "orbital_gap_ev": 9.99, "smiles": "CC(=O)N[C@@H](S)CCl", "lumo_energy_ev": 0.6067}


Which of them is most stable, and which least? Most stable: Q; least stable: P.